[1]
A gas-phase ion, C10H11FNS (charge +1), computed with ωB97M-V/def2-TZVPD.

Geometry as XYZ:
```
24
Properties=species:S:1:pos:R:3:nbo_charge:R:1
S -0.11407 3.77882 -1.33316 0.5040
F 0.82556 -0.75396 -1.94387 -0.3893
N 1.16510 -2.34308 -0.24110 -0.6956
C -0.11550 2.12575 -1.88356 -0.3827
C 0.52504 2.00204 0.41108 -0.2756
C -1.14666 -0.94583 1.68990 -0.1436
C 0.17097 -0.17852 -0.76939 0.3467
C 0.89810 -1.00569 0.32369 -0.1175
C 0.18653 -1.23060 1.66582 -0.2603
C -1.94009 -0.67176 0.46075 -0.2485
C 0.44072 3.33224 0.24216 -0.3736
C -1.39978 -0.43197 -0.71404 -0.1659
C 0.18425 1.32044 -0.80572 -0.1502
H 1.81730 -0.59038 0.47676 0.2314
H 2.08256 -2.77367 0.20254 0.4681
H 0.28394 -2.86164 -0.18888 0.4515
H -0.61153 1.80713 -2.84081 0.2683
H 0.82869 -1.45168 2.55767 0.2505
H -2.99641 -0.89192 0.49596 0.2437
H -1.93266 -0.54591 -1.59389 0.2350
H 0.77758 1.51550 1.41817 0.2390
H 0.39992 4.04796 1.02532 0.2515
H -1.68514 -0.99900 2.61919 0.2396
H 1.35558 -2.25429 -1.27457 0.4736
```

Its spin multiplicity is 1. Its charge is +1. Its HOMO energy is -12.1463 eV. For the frontier orbital gap, the calculation gives 8.3 eV.


[2]
A gas-phase ion, C10H11N2 (charge +1), computed with ωB97M-V/def2-TZVPD.

Geometry as XYZ:
```
23
Properties=species:S:1:pos:R:3:nbo_charge:R:1
N -0.11524 -0.19915 -2.92112 -0.4811
N -1.82866 0.24981 -1.63806 -0.5047
C 0.99059 1.36099 0.90654 -0.3102
C 0.16279 1.80870 -1.24843 -0.3013
C 0.76457 -2.02245 1.66048 -0.3219
C -0.65101 0.55229 -0.73348 0.0176
C -0.01484 0.38956 0.68792 0.2567
C 0.45582 0.24486 -1.80946 0.0998
C 1.11819 2.11042 -0.24153 0.0042
C -0.31997 -0.86166 1.35900 -0.3279
C 0.13772 -1.26106 2.74243 -0.3970
C -1.40295 -0.10842 -2.77512 0.3183
H 0.19719 -3.07081 1.48438 0.2460
H -2.77242 0.20414 -1.22996 0.4531
H -2.11004 -0.35344 -3.54024 0.2318
H 0.64329 -0.56505 3.39590 0.2388
H 1.82006 2.89108 -0.22676 0.2462
H -0.22309 2.55961 -1.91349 0.2789
H -1.21350 -1.34298 1.03674 0.2357
H 1.55959 -0.15505 -1.51545 0.2614
H 1.62845 1.21826 1.81001 0.2683
H -0.59287 -1.71606 3.38959 0.2476
H 1.76630 -1.93360 1.32013 0.2396
```

Its spin multiplicity is 1. Its charge is +1. Its HOMO energy is -12.7618 eV. For the frontier orbital gap, the calculation gives 7.5 eV.


[3]
2 unconnected molecules or ions with the total composition C10H11N2O2P, computed with ωB97M-V/def2-TZVPD.

Geometry as XYZ:
```
26
Properties=species:S:1:pos:R:3:nbo_charge:R:1
P -3.23388 -0.20127 -0.37090 2.1199
O -2.96056 1.33586 -0.80534 -0.9943
O -4.49038 -0.17944 0.65171 -0.9505
N -3.61189 -1.24169 -1.50278 -1.2621
N -1.54844 -0.46298 1.33735 -0.7703
C 1.83466 1.89918 0.67002 -0.2237
C 2.97681 -1.24337 -0.94934 -0.2216
C 3.03836 0.04305 -0.37124 -0.1531
C 0.60916 2.42503 1.00701 -0.2008
C -0.41655 0.24458 1.00431 0.1633
C 1.86876 0.57829 0.20246 -0.0718
C 0.72908 -0.28170 0.30515 -0.0739
C -0.49610 1.67338 1.29248 -0.2313
C 0.71985 -1.67738 -0.22230 -0.1969
C 1.88595 -2.07927 -0.84125 -0.2082
H 0.60117 3.49513 1.49316 0.2089
H -3.06696 -1.29787 -2.33273 0.3948
H 3.94844 0.63657 -0.61438 0.2154
H 2.56276 2.62712 0.38104 0.2168
H -0.16100 -2.23844 -0.30467 0.2132
H -1.51464 2.10924 1.50184 0.2066
H 1.89217 -3.15930 -1.27795 0.2155
H -3.15024 2.10338 -0.17673 0.5364
H -4.86920 -1.00400 0.50072 0.5046
H 3.76207 -1.49743 -1.54628 0.2057
H -1.49446 -1.46529 1.25076 0.3574
```

Its spin multiplicity is 1. Its HOMO energy (spin up / spin down) is -7.4006 / -7.4039 eV. For the frontier orbital gap (spin up / spin down), the calculation gives 6.5 / 6.5 eV.


[4]
A single C10H11N3S molecule, computed with ωB97M-V/def2-TZVPD.

Geometry as XYZ:
```
25
Properties=species:S:1:pos:R:3:nbo_charge:R:1
S -4.21740 -0.56069 0.03725 0.0936
N 2.97304 0.84432 0.59453 -0.6973
N 2.02040 -1.07863 -0.37175 -0.2779
N 0.71836 -1.54464 -0.66014 -0.2072
C -1.59770 -0.43190 -0.74837 -0.3649
C -0.11878 -0.57413 -0.43714 0.1787
C -1.15890 2.02678 -0.88682 -0.2453
C 0.09110 1.89321 -0.18182 -0.1122
C -2.23271 0.02628 1.71772 -0.7197
C 0.54851 0.63202 0.02311 -0.1208
C 3.09828 -2.04981 -0.22811 -0.4205
C -1.90484 0.98323 -1.24906 -0.0999
C 1.99211 0.15479 0.17991 0.4058
C -2.69237 -0.30042 0.37066 -0.0589
H -2.96677 0.43597 2.39591 0.2380
H 3.35519 -2.18672 -1.28977 0.2168
H 3.87521 0.42263 0.39461 0.3348
H -2.74221 1.20562 -1.78846 0.2208
H 3.83897 -1.53134 0.44355 0.2123
H 2.96812 -3.02844 0.25963 0.2213
H 0.46544 2.86264 -0.02048 0.2286
H -1.68093 -0.68313 2.31842 0.2526
H -1.68742 -1.28034 -1.54704 0.2740
H -1.36244 2.97071 -1.13411 0.2053
H -1.58224 0.79196 1.80778 0.2419
```

Its spin multiplicity is 1. Its HOMO energy (spin up / spin down) is -7.9866 / -7.9862 eV. For the frontier orbital gap (spin up / spin down), the calculation gives 6.9 / 6.9 eV.


[5]
A gas-phase ion, C10H11N4 (charge +1), computed with ωB97M-V/def2-TZVPD.

Geometry as XYZ:
```
25
Properties=species:S:1:pos:R:3:nbo_charge:R:1
N 1.84078 -3.08242 -1.61843 -0.2563
N 1.78376 1.16676 1.20467 -0.6286
N -2.88659 -0.71906 -1.23427 -0.4438
N -0.92563 -1.30462 -2.07204 -0.3787
C 0.13768 -1.70951 -2.95433 -0.3096
C -2.26631 -1.43911 -2.11983 0.2831
C -2.04313 0.73134 0.55722 -0.1697
C 0.52249 -0.24519 -0.33346 -0.3291
C 0.50717 0.52284 0.96189 0.0673
C -1.94354 -0.22328 -0.38944 0.1032
C -0.29109 -0.00857 2.15169 -0.3957
C 1.11312 -2.55933 -2.33385 0.2480
C -0.64322 -0.65198 -0.89412 0.1647
C -0.93005 1.09429 1.35226 -0.2182
H 2.40655 0.38732 1.35209 0.4473
H -2.88814 1.35042 0.62864 0.2494
H 1.46586 -0.48611 -0.71359 0.2213
H -2.77867 -2.12040 -2.84469 0.2297
H 0.50627 -0.79368 -3.18491 0.2473
H -0.69396 -0.95745 1.99871 0.2501
H -0.40482 -2.34665 -3.73974 0.2716
H -0.95418 2.09802 1.87711 0.2469
H 1.87309 1.69414 2.03076 0.4422
H 0.09323 0.34026 3.05209 0.2211
H 1.95854 1.65246 0.41475 0.4365
```

Its spin multiplicity is 1. Its charge is +1. Its HOMO energy is -11.4438 eV. For the frontier orbital gap, the calculation gives 8.0 eV.


[6]
A single C10H11NO molecule, computed with ωB97M-V/def2-TZVPD.

Geometry as XYZ:
```
23
Properties=species:S:1:pos:R:3:nbo_charge:R:1
O 1.17105 -0.44063 -3.35728 -0.4405
N -2.75146 1.87598 0.16438 -0.3146
C 0.21554 -0.11529 0.47193 -0.2479
C 0.34848 0.10459 1.81046 0.1358
C -0.56229 -1.31341 -2.22998 -0.2799
C -0.51238 1.07520 2.55048 -0.6784
C 0.48472 -1.56596 -3.02316 0.1138
C -1.80428 1.24169 -0.04239 0.2325
C -0.61534 0.15925 -1.93990 -0.3382
C 0.55908 0.60052 -2.79892 0.1111
C -0.74733 0.43277 -0.38806 -0.0915
C 1.40119 -0.59755 2.60072 -0.6484
H 2.09548 0.12549 3.03445 0.2237
H -0.16846 1.19043 3.57519 0.2186
H -1.55439 0.75102 2.56336 0.2432
H -0.49219 2.04565 2.05381 0.2390
H 0.91765 -0.79652 0.00440 0.2170
H 1.96842 -1.29498 1.98867 0.2162
H 1.01330 1.56651 -2.86881 0.1889
H 0.86239 -2.48458 -3.43023 0.2089
H -1.24413 -2.02612 -1.81496 0.2309
H 0.94646 -1.14671 3.42711 0.2238
H -1.53151 0.61266 -2.35127 0.2361
```

Its spin multiplicity is 1. Its HOMO energy (spin up / spin down) is -7.7289 / -7.0945 eV. For the frontier orbital gap (spin up / spin down), the calculation gives 8.3 / 6.1 eV.


| no. | total energy (a.u.) |
| --- | --- |
| 1 | -940.13345 |
| 2 | -496.75367 |
| 3 | -988.95580 |
| 4 | -949.95625 |
| 5 | -606.31908 |
| 6 | -517.49555 |